{"formula": "H13O6S", "method": "ωB97M-V with the def2-TZVPD basis set", "total_charge": -1, "gap_ev": 8.011, "relative_energy_kj_mol": 52.7, "symbols": ["S", "O", "O", "O", "O", "O", "O", "H", "H", "H", "H", "H", "H", "H", "H", "H", "H", "H", "H", "H"], "xyz": [[2.64376, 1.29741, -0.60938], [-0.11904, 1.59479, 0.96565], [-1.02264, -2.48923, -0.23970], [-1.13797, -0.43546, 2.46426], [-3.22775, 0.41494, -0.21324], [1.41208, -1.36206, 0.35720], [-0.70456, -0.11598, -2.25454], [-0.07967, -2.27222, -0.08519], [-0.36703, -0.92857, 2.76185], [0.72474, 1.57263, 0.43293], [-1.39400, -2.15285, 0.59699], [0.00126, 0.42786, -2.62473], [1.68037, -0.59420, -0.21627], [1.72046, -1.00918, 1.19883], [1.63066, 1.50080, -1.44475], [-0.69710, 1.89706, 0.24907], [-0.61847, 0.27577, 2.02100], [-2.57065, 0.27279, -0.92385], [-2.55035, 0.48438, 0.47521], [-0.24406, -0.73574, -1.67360]], "forces_ev_per_angstrom": [[0.111, 0.012, 0.076], [0.183, 0.492, -1.080], [0.208, 0.183, 0.649], [0.937, 0.204, -0.040], [1.409, 0.112, -0.322], [0.211, 0.137, -0.058], [0.100, 0.180, -0.073], [-0.181, -0.096, -0.071], [-0.295, -0.646, 0.341], [0.315, -0.250, 0.810], [-0.127, -0.028, -0.505], [-0.059, -0.030, 0.091], [0.210, -0.122, 0.057], [-0.061, -0.187, 0.078], [-0.198, 0.178, -0.420], [-0.381, -0.076, 0.424], [-0.826, 0.277, -0.359], [-0.724, -0.159, -0.422], [-0.561, -0.078, 0.720], [-0.270, -0.105, 0.103]]}


{"formula": "H14IO7", "method": "ωB97M-V with the def2-TZVPD basis set", "gap_ev": [11.356, 6.343], "spin_multiplicity": 2, "relative_energy_kj_mol": 17.4, "symbols": ["I", "O", "O", "O", "O", "O", "O", "O", "H", "H", "H", "H", "H", "H", "H", "H", "H", "H", "H", "H", "H", "H"], "xyz": [[0.03833, 0.05163, 0.05602], [0.82779, -2.49522, -2.44510], [-2.45875, -2.01963, 1.57157], [-3.18558, -0.81870, -1.12506], [-0.21659, 2.60446, -2.64664], [0.38608, 3.11363, 2.00424], [0.64887, 0.68707, 3.46539], [3.45498, -0.74080, -0.86829], [0.67356, 2.43713, -2.95628], [0.56265, -0.20275, 3.80747], [2.57483, -1.01987, -0.61592], [0.76470, 0.57143, 2.52229], [-2.40790, -0.32534, -1.38590], [0.10731, 2.80097, 1.14357], [1.13513, -1.69278, -2.02334], [-0.35622, 1.95655, -1.95602], [3.81585, -0.34044, -0.07727], [0.21980, -2.88033, -1.81402], [-1.59939, -1.65214, 1.36496], [0.79911, 3.95940, 1.83011], [-2.26717, -2.80150, 2.08947], [-3.51741, -1.19277, -1.94127]], "forces_ev_per_angstrom": [[-0.002, 0.076, -0.166], [0.091, -0.109, -0.230], [-0.255, 0.028, -0.007], [0.037, 0.031, 0.310], [-0.157, 0.224, -0.034], [0.071, -0.144, 0.095], [0.048, -0.001, 0.323], [-0.023, 0.148, -0.302], [0.254, -0.019, -0.166], [-0.024, -0.262, 0.177], [-0.104, -0.311, 0.163], [0.035, 0.187, -0.054], [0.064, 0.216, -0.297], [-0.209, 0.063, -0.237], [0.054, 0.167, -0.093], [-0.092, -0.146, 0.126], [0.208, 0.119, 0.245], [-0.207, -0.160, 0.144], [0.165, -0.006, 0.056], [0.115, 0.271, -0.013], [0.036, -0.233, 0.195], [-0.106, -0.141, -0.236]]}